The following is a DFT calculation (wB97M-V/def2-TZVPD) of a structure of composition C19H24Cl3IN5O2SSiTa.

Summary:
Energy relative to the best compared isomer or geometry (same formula, charge and spin): 0.0000 eV
LUMO: -7.23 eV
HOMO level: -14.49 eV
Strongest force on any atom: 0.78 eV/Å
Charge: +2

Each line ends with the natural charge from an NBO analysis.
Cartesian coordinates (Å):
Ta 0.18 0.82 0.70  1.5618
C 2.58 3.54 -2.15  -0.6485
C 1.10 3.75 -2.31  0.1857
N 0.68 4.65 -3.17  -0.3438
C -0.64 4.85 -3.33  0.0517
C -1.61 4.18 -2.63  -0.0233
C -3.07 4.49 -2.86  -0.0987
O -3.77 3.27 -3.04  -0.7377
C -1.18 3.21 -1.70  -0.0915
C -2.10 2.44 -0.92  0.2036
N -1.71 1.57 -0.05  -0.5252
C -2.54 0.71 0.71  0.1214
C -3.91 0.70 0.84  -0.2287
C -4.43 -0.26 1.69  -0.1279
C -3.59 -1.14 2.37  -0.1856
C -2.22 -1.09 2.22  -0.2027
C -1.65 -0.14 1.36  -0.3995
I 0.21 2.43 2.75  0.0815
C 0.19 2.99 -1.56  0.2899
O 0.68 2.09 -0.69  -0.7534
H 3.11 4.16 -2.87  0.2727
H 2.86 2.50 -2.33  0.2032
H 2.91 3.82 -1.15  0.2209
H -0.91 5.60 -4.06  0.2203
H -3.15 5.14 -3.73  0.2067
H -3.47 5.05 -2.00  0.1899
H -4.62 3.46 -3.46  0.4989
H -3.17 2.57 -1.10  0.2501
H -4.56 1.40 0.32  0.2399
H -5.50 -0.33 1.83  0.2457
H -4.03 -1.87 3.04  0.2428
H -1.62 -1.77 2.81  0.2139
C 4.09 -0.58 2.04  -0.6363
C 3.94 0.69 1.22  0.1379
C 4.89 0.68 0.03  -0.6416
C 4.16 1.92 2.09  -0.6256
N 2.53 0.86 0.69  -0.4846
N 2.02 -0.11 -0.25  -0.6717
H 5.14 -0.67 2.34  0.2582
H 3.86 -1.48 1.47  0.2011
H 3.49 -0.55 2.95  0.2298
H 5.92 0.63 0.38  0.2593
H 4.79 1.59 -0.57  0.2212
H 4.73 -0.18 -0.62  0.2105
H 5.19 1.93 2.46  0.2526
H 3.49 1.92 2.95  0.2325
H 4.01 2.84 1.53  0.2184
H 2.56 1.74 0.16  0.4285
H 2.38 -1.03 -0.01  0.4234
H 2.24 0.11 -1.22  0.4226
S -0.77 -0.85 -1.92  0.1726
C -0.52 -2.00 -0.89  0.3002
N -0.31 -2.86 -0.10  -0.8747
Cl -0.47 -4.37 2.59  -0.2233
Si 0.55 -3.25 1.32  1.5550
Cl 0.91 -1.34 2.21  -0.2355
Cl 2.35 -3.97 0.84  -0.2650